a.
Below is 2 unconnected molecules or ions with the total composition C5H14O, with properties calculated with ωB97M-V/def2-TZVPD.

Total charge = 0
Orbital gap = 11.03 eV
SMILES = CC(C)O.CC

Last columns: bonded neighbours and bond lengths (Å).
Atoms and positions in Å:
1 C 0.71 -0.81 -0.67  C2 1.478, H5 1.143, H6 1.139, H7 1.147
2 C -0.32 -0.49 -1.67  C1 1.478, C3 1.497, O4 1.473, H8 1.133
3 C -0.52 -1.61 -2.64  C2 1.497, H9 1.114, H10 1.085, H11 1.203
4 O -1.59 -0.69 -0.94  C2 1.473, H12 1.004
5 H 1.28 0.09 -0.24  C1 1.143
6 H 1.29 -1.75 -0.95  C1 1.139
7 H 0.17 -1.03 0.32  C1 1.147
8 H -0.35 0.63 -1.86  C2 1.133
9 H -1.35 -2.34 -2.53  C3 1.114
10 H -0.65 -1.23 -3.64  C3 1.085
11 H 0.49 -2.16 -3.01  C3 1.203
12 H -2.12 -1.41 -1.38  O4 1.004
13 C 0.26 2.32 2.83  C14 1.545, H15 1.071, H16 0.998, H17 1.234
14 C 1.35 1.22 2.76  C13 1.545, H18 1.155, H19 1.162, H20 0.987
15 H -0.39 2.16 3.66  C13 1.071
16 H 0.64 3.22 3.04  C13 0.998
17 H -0.30 2.61 1.76  C13 1.234
18 H 0.95 0.19 3.09  C14 1.155
19 H 2.11 1.55 3.58  C14 1.162
20 H 2.02 1.17 2.04  C14 0.987



b.
Below is 2 unconnected molecules or ions with the total composition C5H14O, with properties calculated with ωB97M-V/def2-TZVPD.

Total charge = 0
Orbital gap = 11.24 eV
SMILES = CC(C)O.CC

Last columns: bonded neighbours and bond lengths (Å).
Atoms and positions in Å:
1 C -0.46 0.98 -0.93  C2 1.539, H5 1.094, H6 1.149, H7 1.087
2 C 0.43 1.59 0.16  C1 1.539, C3 1.539, O4 1.469, H8 1.071
3 C -0.12 2.95 0.63  C2 1.539, H9 1.080, H10 1.186, H11 1.187
4 O 0.54 0.71 1.33  C2 1.469, H12 0.923
5 H -1.15 0.22 -0.53  C1 1.094
6 H 0.16 0.32 -1.63  C1 1.149
7 H -0.98 1.82 -1.38  C1 1.087
8 H 1.46 1.70 -0.12  C2 1.071
9 H -1.16 2.84 0.91  C3 1.080
10 H 0.39 3.15 1.68  C3 1.186
11 H 0.10 3.85 -0.11  C3 1.187
12 H -0.23 0.22 1.31  O4 0.923
13 C -0.60 -2.89 -1.10  C14 1.503, H15 1.020, H16 1.027, H17 1.156
14 C 0.41 -2.98 0.00  C13 1.503, H18 1.166, H19 1.119, H20 1.168
15 H -0.58 -2.23 -1.88  C13 1.020
16 H -0.70 -3.79 -1.59  C13 1.027
17 H -1.66 -2.62 -0.73  C13 1.156
18 H 0.53 -2.06 0.71  C14 1.166
19 H 0.06 -3.83 0.64  C14 1.119
20 H 1.44 -3.21 -0.50  C14 1.168



The computed energies, referenced to the most stable structure and given in kcal/mol, are a 42.5; b 0.0.



a.
Below is 2 unconnected molecules or ions with the total composition C5H14O, with properties calculated with ωB97M-V/def2-TZVPD.

Total charge = 0
Orbital gap = 11.49 eV
SMILES = CCC(C)C.O

Last columns: bonded neighbours and bond lengths (Å).
Atoms and positions in Å:
1 C -1.79 -1.88 0.45  C2 1.542, H6 1.081, H7 1.094, H8 1.108
2 C -0.53 -0.99 0.43  C1 1.542, C3 1.543, H9 1.104, H10 1.094
3 C -0.57 0.56 0.39  C2 1.543, C4 1.553, C5 1.544, H11 1.094
4 C 0.60 1.00 -0.53  C3 1.553, H12 1.086, H13 1.085, H14 1.090
5 C -1.94 1.08 -0.06  C3 1.544, H15 1.104, H16 1.096, H17 1.090
6 H -2.10 -2.40 -0.45  C1 1.081
7 H -2.57 -1.38 1.01  C1 1.094
8 H -1.54 -2.71 1.14  C1 1.108
9 H -0.05 -1.30 -0.51  C2 1.104
10 H 0.23 -1.33 1.14  C2 1.094
11 H -0.47 1.02 1.38  C3 1.094
12 H 0.79 2.05 -0.70  C4 1.086
13 H 1.39 0.52 0.05  C4 1.085
14 H 0.45 0.46 -1.46  C4 1.090
15 H -2.10 0.76 -1.11  C5 1.104
16 H -2.74 0.60 0.52  C5 1.096
17 H -2.11 2.16 -0.07  C5 1.090
18 O 3.64 0.19 -0.59  H19 0.960, H20 0.965
19 H 4.06 1.00 -0.90  O18 0.960
20 H 3.53 0.33 0.36  O18 0.965



b.
Below is 2 unconnected molecules or ions with the total composition C5H14O, with properties calculated with ωB97M-V/def2-TZVPD.

Total charge = 0
Orbital gap = 11.11 eV
SMILES = CC(C)O.CC

Last columns: bonded neighbours and bond lengths (Å).
Atoms and positions in Å:
1 C -0.30 0.25 -1.70  C2 1.552, H5 1.104, H6 1.082, H7 1.092
2 C 0.72 1.25 -1.09  C1 1.552, C3 1.538, O4 1.442, H8 1.127
3 C 1.14 0.79 0.32  C2 1.538, H9 1.072, H10 1.097, H11 1.096
4 O 1.88 1.01 -1.91  C2 1.442, H12 0.948
5 H -1.05 0.18 -0.89  C1 1.104
6 H 0.24 -0.64 -1.98  C1 1.082
7 H -0.88 0.69 -2.51  C1 1.092
8 H 0.53 2.29 -1.48  C2 1.127
9 H 1.15 -0.28 0.26  C3 1.072
10 H 2.19 1.09 0.41  C3 1.097
11 H 0.78 1.35 1.19  C3 1.096
12 H 2.54 1.69 -1.95  O4 0.948
13 C -1.72 -0.80 1.96  C14 1.514, H15 1.090, H16 1.098, H17 1.087
14 C -1.55 -2.29 2.11  C13 1.514, H18 1.112, H19 1.100, H20 1.090
15 H -1.42 -0.35 2.91  C13 1.090
16 H -1.11 -0.25 1.24  C13 1.098
17 H -2.79 -0.58 1.88  C13 1.087
18 H -2.46 -2.82 1.73  C14 1.112
19 H -1.49 -2.73 3.12  C14 1.100
20 H -0.83 -2.79 1.46  C14 1.090



c.
Below is 2 unconnected molecules or ions with the total composition C5H14O, with properties calculated with ωB97M-V/def2-TZVPD.

Total charge = 0
Orbital gap = 11.20 eV
SMILES = CC(C)O.CC

Last columns: bonded neighbours and bond lengths (Å).
Atoms and positions in Å:
1 C -1.25 1.15 -1.33  C2 1.532, H5 1.089, H6 1.093, H7 1.066
2 C 0.28 1.22 -1.30  C1 1.532, C3 1.516, O4 1.411, H8 1.097
3 C 0.83 -0.06 -0.70  C2 1.516, H9 1.096, H10 1.096, H11 1.087
4 O 0.69 1.48 -2.63  C2 1.411, H12 0.967
5 H -1.73 2.07 -1.01  C1 1.089
6 H -1.72 0.53 -0.56  C1 1.093
7 H -1.53 0.86 -2.32  C1 1.066
8 H 0.56 2.02 -0.61  C2 1.097
9 H 0.64 -0.91 -1.37  C3 1.096
10 H 1.91 -0.09 -0.49  C3 1.096
11 H 0.38 -0.29 0.26  C3 1.087
12 H 1.54 1.05 -2.80  O4 0.967
13 C -1.05 -1.80 2.79  C14 1.554, H15 1.092, H16 1.089, H17 1.084
14 C 0.49 -1.61 2.74  C13 1.554, H18 1.081, H19 1.091, H20 1.075
15 H -1.46 -1.28 3.65  C13 1.092
16 H -1.51 -1.30 1.94  C13 1.089
17 H -1.39 -2.83 2.80  C13 1.084
18 H 0.80 -1.55 1.71  C14 1.081
19 H 0.87 -2.56 3.14  C14 1.091
20 H 0.77 -0.83 3.43  C14 1.075



The computed energies, referenced to the most stable structure and given in kcal/mol, are a 1.6; b 19.3; c 0.0.